[1]
{
  "formula": "C6H9N",
  "method": "ωB97M-V/def2-TZVPD",
  "species": ["C", "C", "C", "C", "C", "C", "N", "H", "H", "H", "H", "H", "H", "H", "H", "H"],
  "coordinates": [[-1.589632, 0.176917, -0.679434], [-0.164214, 0.070104, -0.142429], [0.468592, 1.465747, 0.104205], [0.909925, -0.640976, -0.935347], [1.671248, -1.548325, -0.244921], [0.935487, -1.553770, 0.995602], [-0.098394, -0.724550, 1.079442], [-2.235159, 0.684217, 0.051198], [-1.592397, 0.785648, -1.588351], [-2.024935, -0.799603, -0.914250], [1.185008, 1.399774, 0.925235], [-0.283383, 2.219408, 0.340996], [1.015361, 1.811271, -0.777621], [1.110729, -0.268759, -1.942936], [1.158139, -2.154569, 1.880296], [-0.748097, -0.658120, 1.850684]],
  "atomic_forces_ev_per_a": [[0.029, 0.002, -0.076], [0.144, 0.039, -0.037], [-0.029, 0.235, 0.076], [0.110, -0.144, -0.217], [-0.404, 0.114, -0.006], [-0.169, -0.033, 0.241], [0.258, -0.037, 0.009], [0.138, -0.106, -0.126], [0.014, -0.104, 0.090], [0.161, 0.113, 0.050], [-0.031, 0.018, -0.110], [-0.077, -0.041, 0.115], [-0.199, -0.051, 0.088], [-0.011, -0.091, 0.162], [-0.108, 0.003, -0.197], [0.175, 0.083, -0.062]],
  "orbital_gap_ev": 7.53,
  "lumo_ev": 0.24,
  "smiles": "CC1(C)C=C=CN1",
  "charge": 0,
  "de_lowest_kj_mol": 325.3,
  "multiplicity": 1
}


[2]
{
  "formula": "C44H49FMgN3O3P2S2",
  "method": "ωB97M-V/def2-TZVPD",
  "species": ["Mg", "N", "P", "C", "C", "C", "C", "C", "C", "C", "C", "C", "C", "C", "C", "P", "C", "C", "C", "C", "C", "C", "C", "C", "C", "C", "C", "C", "H", "H", "H", "H", "H", "H", "H", "H", "H", "H", "H", "H", "H", "H", "H", "H", "H", "H", "H", "H", "H", "C", "C", "C", "C", "C", "C", "C", "S", "C", "O", "H", "H", "H", "H", "H", "H", "H", "H", "H", "H", "F", "C", "C", "C", "C", "C", "C", "C", "H", "H", "H", "H", "H", "H", "N", "C", "N", "O", "H", "H", "H", "H", "O", "S", "C", "C", "C", "C", "H", "H", "H", "H", "H", "H", "H", "H"],
  "coordinates": [[-0.538200, 0.167000, 0.535300], [2.126200, 1.948700, 0.164400], [1.992200, 0.261900, -0.175100], [3.774200, -0.057500, 0.096900], [4.253000, 0.119600, 1.390200], [5.599400, -0.016600, 1.670000], [6.485500, -0.338900, 0.654500], [6.012500, -0.536800, -0.631700], [4.663600, -0.395500, -0.913200], [1.887400, 0.213000, -2.003300], [1.744700, -1.021900, -2.633700], [1.698500, -1.110600, -4.013200], [1.784100, 0.039400, -4.784000], [1.878800, 1.274500, -4.165900], [1.924000, 1.362300, -2.785500], [0.629500, 2.779000, 0.133400], [1.290200, 4.461800, -0.183100], [2.116000, 5.081900, 0.750500], [2.620500, 6.343200, 0.497500], [2.313500, 6.987600, -0.691300], [1.499100, 6.372800, -1.627400], [0.984200, 5.112800, -1.371400], [0.370800, 2.979400, 1.936900], [0.986300, 2.133000, 2.847300], [0.736600, 2.270100, 4.203400], [-0.154800, 3.233100, 4.653600], [-0.800900, 4.056200, 3.743300], [-0.536400, 3.934200, 2.391300], [2.889400, 2.440600, -0.293400], [3.561400, 0.366800, 2.183900], [5.957300, 0.130000, 2.678900], [7.538600, -0.443700, 0.868000], [6.697900, -0.798800, -1.424300], [4.306900, -0.551500, -1.920400], [1.692500, -1.908700, -2.020200], [1.613500, -2.079200, -4.488100], [1.787000, -0.028900, -5.861400], [1.935600, 2.174200, -4.761300], [2.002300, 2.344400, -2.337300], [2.354500, 4.575700, 1.675700], [3.255600, 6.825800, 1.226400], [2.711400, 7.971400, -0.886900], [1.266700, 6.874200, -2.555800], [0.338500, 4.630500, -2.094000], [1.669600, 1.375000, 2.491600], [1.258900, 1.642700, 4.914100], [-0.335600, 3.350300, 5.711900], [-1.512200, 4.790600, 4.088700], [-1.034300, 4.577900, 1.678200], [-4.051500, 1.775900, -5.334700], [-3.753400, 0.978300, -4.105900], [-2.526000, 0.335000, -3.953600], [-2.243100, -0.387700, -2.811200], [-3.207700, -0.501600, -1.823700], [-4.432600, 0.130900, -1.950300], [-4.690200, 0.882800, -3.082700], [-2.873000, -1.547200, -0.402000], [-3.091700, -3.145900, -1.288600], [-1.386900, -1.506200, -0.209300], [-3.687100, 1.272300, -6.226700], [-3.545400, 2.739100, -5.279200], [-5.117500, 1.960700, -5.443500], [-1.784900, 0.397400, -4.736500], [-1.284400, -0.878200, -2.687500], [-5.181300, 0.044600, -1.180000], [-5.635000, 1.394500, -3.186400], [-2.698900, -3.078800, -2.298600], [-4.148200, -3.386200, -1.320500], [-2.550000, -3.903000, -0.729800], [-5.965200, 4.627200, -1.137800], [-5.084500, 3.747600, -0.606400], [-5.538500, 2.772000, 0.260500], [-4.626200, 1.898300, 0.822500], [-3.258500, 1.995800, 0.553800], [-2.285200, 1.166000, 1.295900], [-2.849100, 2.974900, -0.352500], [-3.745700, 3.844100, -0.939700], [-6.586800, 2.726100, 0.507400], [-4.978200, 1.139700, 1.511100], [-2.842600, 0.457700, 1.918900], [-1.792600, 1.844300, 1.992900], [-1.801000, 3.058600, -0.607000], [-3.418700, 4.609800, -1.627100], [-1.744700, -2.179100, 3.123400], [-1.008300, -1.043200, 3.233800], [-1.133500, -0.328800, 4.365500], [-0.194700, -0.727800, 2.365600], [-2.526600, -2.359400, 3.728700], [-1.736100, -2.622600, 2.219500], [-1.843900, -0.515200, 5.049400], [-0.615200, 0.538700, 4.427800], [2.003800, -2.172900, 0.197800], [0.987900, -2.962100, 0.926800], [1.401200, -4.718200, 0.447100], [1.724200, -5.477200, 1.719400], [2.485100, -4.497500, 2.607200], [1.654400, -3.228700, 2.626500], [2.273600, -4.619100, -0.196500], [0.571600, -5.138000, -0.118200], [2.314500, -6.365500, 1.497700], [0.807600, -5.795300, 2.220400], [3.466000, -4.289300, 2.178200], [2.629600, -4.896900, 3.611400], [2.217100, -2.338700, 2.889200], [0.786700, -3.328000, 3.275900]],
  "atomic_forces_ev_per_a": [[-0.557, -0.425, 0.629], [0.274, -0.247, -0.603], [0.504, 1.238, -0.421], [-0.215, -0.328, 0.290], [-0.074, -0.051, 0.075], [0.012, 0.021, 0.091], [0.020, -0.064, -0.049], [0.146, 0.017, 0.015], [-0.262, -0.022, -0.063], [-0.182, -0.258, 0.010], [-0.060, -0.065, 0.074], [0.013, -0.053, -0.095], [-0.023, -0.043, -0.046], [0.010, 0.000, -0.144], [0.066, 0.128, 0.132], [0.657, 0.755, 0.538], [-0.357, -0.171, -0.283], [0.030, -0.049, 0.042], [0.082, 0.004, 0.030], [-0.021, 0.032, -0.076], [0.050, 0.109, -0.079], [-0.062, -0.106, -0.011], [-0.128, -0.077, 0.005], [0.059, 0.086, -0.126], [0.052, 0.196, 0.200], [0.091, -0.104, 0.065], [-0.071, 0.077, -0.101], [0.043, -0.049, 0.048], [0.039, 0.006, 0.269], [0.003, 0.055, 0.099], [0.027, 0.012, 0.060], [0.084, -0.008, 0.008], [0.043, -0.008, -0.063], [0.007, -0.005, -0.082], [0.029, -0.121, -0.040], [0.000, -0.014, -0.018], [-0.056, 0.001, -0.099], [-0.009, 0.067, -0.035], [0.041, -0.008, 0.054], [0.023, 0.014, 0.063], [0.036, 0.020, 0.040], [0.029, 0.103, -0.022], [-0.035, 0.035, -0.040], [-0.053, -0.013, -0.063], [0.043, 0.060, 0.080], [0.054, -0.048, 0.057], [-0.036, 0.003, 0.091], [-0.035, 0.106, 0.034], [-0.082, 0.083, -0.014], [0.071, 0.114, -0.053], [-0.056, -0.046, 0.130], [-0.020, 0.070, 0.097], [0.195, -0.138, 0.040], [-0.188, -0.056, 0.247], [0.020, -0.105, 0.141], [0.099, -0.082, -0.145], [-1.327, -0.417, -1.388], [0.090, 0.432, 0.367], [1.204, 0.001, -0.016], [-0.005, -0.048, -0.090], [0.000, 0.115, -0.033], [-0.021, 0.003, -0.017], [0.105, 0.037, -0.090], [0.057, 0.005, -0.063], [-0.068, 0.019, 0.150], [-0.125, 0.025, 0.043], [0.111, 0.161, 0.012], [-0.188, 0.028, 0.029], [0.002, -0.047, 0.172], [0.020, -0.067, -0.014], [0.086, -0.109, -0.004], [-0.136, 0.236, -0.234], [0.123, 0.092, -0.101], [-0.248, 0.043, 0.222], [0.172, -0.147, -0.251], [-0.003, -0.105, -0.030], [-0.358, 0.213, -0.027], [-0.176, -0.013, -0.005], [0.010, 0.002, 0.085], [-0.013, -0.121, 0.086], [0.085, -0.124, 0.239], [-0.066, -0.017, -0.014], [0.001, 0.082, -0.083], [-0.070, -0.017, -0.121], [-0.477, -0.211, 0.869], [0.064, 0.040, 0.011], [0.690, 0.298, -0.600], [0.016, 0.016, -0.002], [0.017, 0.062, -0.010], [-0.021, -0.038, -0.009], [-0.188, -0.102, -0.087], [0.864, 0.589, -0.815], [-0.081, -2.007, 0.918], [-0.403, 0.368, 0.205], [0.130, -0.004, 0.084], [-0.006, -0.147, -0.032], [-0.126, -0.070, -0.342], [0.014, 0.136, -0.046], [-0.010, 0.010, -0.061], [-0.047, -0.070, 0.015], [-0.015, -0.057, 0.012], [0.051, -0.017, -0.002], [0.050, 0.059, 0.008], [-0.076, 0.197, -0.025], [-0.079, 0.042, 0.103]],
  "orbital_gap_ev": 7.21,
  "lumo_ev": -2.02,
  "charge": 1,
  "multiplicity": 1
}


[3]
{
  "formula": "BrClH2O2Si",
  "method": "ωB97M-V/def2-TZVPD",
  "species": ["O", "O", "Si", "Cl", "Br", "H", "H"],
  "coordinates": [[-1.308335, -0.562164, 1.511761], [0.211905, -0.179852, -1.446741], [0.719212, 0.353396, -0.003593], [0.622239, 2.153973, 0.630928], [2.262120, -1.041679, 0.319314], [-1.797773, -0.729958, 0.724286], [-0.709366, 0.006284, -1.735955]],
  "atomic_forces_ev_per_a": [[3.227, 1.471, -0.882], [-1.188, 1.004, -0.388], [-3.463, -3.742, 0.901], [0.241, 1.920, 0.402], [1.160, -0.186, 0.644], [-0.879, -0.398, -0.940], [0.903, -0.069, 0.264]],
  "orbital_gap_ev": 8.65,
  "lumo_ev": -0.36,
  "charge": 0,
  "de_lowest_kj_mol": 431.2,
  "multiplicity": 1
}


[4]
{
  "formula": "C8H9N2O2",
  "method": "ωB97M-V/def2-TZVPD",
  "species": ["C", "N", "C", "C", "O", "N", "C", "C", "C", "C", "C", "O", "H", "H", "H", "H", "H", "H", "H", "H", "H"],
  "coordinates": [[0.592668, 0.141266, 2.228005], [0.901579, 0.588775, 0.889661], [2.015614, 1.335217, 0.634951], [1.910326, 1.591155, -0.693756], [2.606020, 2.289196, -1.558705], [0.806974, 0.989048, -1.178198], [0.240021, 0.274164, -0.185549], [-1.027890, -0.610127, -0.392129], [-1.492300, -1.230244, -1.523456], [-2.584289, -1.952612, -1.072352], [-2.776029, -1.810430, 0.215093], [-1.767877, -0.942544, 0.685286], [-0.521604, 0.394734, 2.348855], [0.581989, -0.889879, 2.160667], [1.364617, 0.594891, 2.843842], [2.716323, 1.348005, 1.461245], [3.309653, 2.847985, -1.306852], [0.672991, 0.935168, -2.208277], [-0.974243, -1.349131, -2.454856], [-3.040066, -2.545322, -1.868754], [-3.534476, -1.999315, 0.975280]],
  "atomic_forces_ev_per_a": [[-2.317, 1.605, -0.634], [-0.226, -1.099, 0.755], [-0.144, -0.165, 0.072], [1.733, 1.259, 0.528], [-0.998, -0.777, -1.907], [-0.094, -0.714, -1.770], [-3.338, -1.032, -1.274], [2.339, 1.175, 0.095], [2.149, 1.176, 1.429], [-1.275, -2.090, -3.714], [0.409, 1.694, 2.699], [-0.518, -0.100, -0.250], [1.918, 0.137, 0.800], [0.477, -2.270, 0.639], [-0.703, -0.279, 0.636], [0.253, 0.868, -0.681], [1.126, 0.753, 1.135], [-0.304, -0.009, 1.283], [-0.187, 0.310, -0.331], [-0.685, -0.092, 1.034], [0.387, -0.349, -0.543]],
  "orbital_gap_ev": 9.01,
  "lumo_ev": -3.34,
  "smiles": "Cn1cc(O)[nH+]c1-c1ccco1",
  "charge": 1,
  "de_lowest_kj_mol": 150.1,
  "multiplicity": 1
}


[5]
{
  "formula": "C16H20Cl5FeN2P2",
  "method": "ωB97M-V/def2-TZVPD",
  "species": ["Fe", "C", "P", "C", "C", "C", "C", "C", "C", "C", "P", "C", "C", "H", "H", "H", "H", "H", "H", "H", "H", "H", "H", "H", "H", "H", "H", "H", "H", "Cl", "C", "C", "C", "Cl", "C", "Cl", "C", "Cl", "C", "Cl", "N", "N", "H", "H", "H", "H"],
  "coordinates": [[0.353058, 1.252596, 0.760151], [-1.249168, 1.138754, -2.319829], [-1.335537, 0.676257, -0.563176], [-3.009946, 1.229544, -0.096990], [-1.464280, -1.138417, -0.568979], [-2.207321, -1.854878, -1.501910], [-2.250527, -3.238782, -1.440988], [-1.564799, -3.915807, -0.440837], [-0.832479, -3.210148, 0.500651], [-0.773801, -1.823020, 0.433167], [0.135339, -0.789823, 1.613353], [1.583227, -1.715584, 2.208381], [-0.944584, -0.891300, 3.094694], [-2.150991, 0.837769, -2.852125], [-0.382478, 0.668026, -2.782441], [-1.145556, 2.221663, -2.399542], [-3.765242, 0.806871, -0.760128], [-3.058614, 2.317976, -0.152807], [-3.231069, 0.923330, 0.925596], [-2.747469, -1.339502, -2.286463], [-2.818049, -3.792963, -2.176465], [-1.599497, -4.996123, -0.398175], [-0.299376, -3.748638, 1.274500], [1.325330, -2.735035, 2.495176], [1.964855, -1.207829, 3.096777], [2.362198, -1.736265, 1.452399], [-1.164491, -1.932585, 3.332519], [-1.888759, -0.376412, 2.913323], [-0.457069, -0.458989, 3.973240], [0.728497, 3.405590, -0.339600], [1.741098, 2.247886, -1.236508], [1.583317, 0.953346, -0.780065], [2.270991, 0.013228, -1.538631], [2.088844, -1.678071, -1.182362], [3.077855, 0.366660, -2.626436], [3.914465, -0.836710, -3.519206], [3.206896, 1.705285, -3.005416], [4.193926, 2.153204, -4.332309], [2.507143, 2.682915, -2.300435], [2.579727, 4.338851, -2.733723], [0.011120, 2.215206, 2.580835], [1.421583, 2.024795, 2.309377], [-0.196095, 3.163395, 2.876379], [-0.281570, 1.571453, 3.305840], [1.911204, 1.583040, 3.079552], [1.858095, 2.919240, 2.109635]],
  "atomic_forces_ev_per_a": [[-0.021, -0.018, -0.066], [0.030, 0.002, 0.011], [-0.085, 0.037, -0.013], [-0.006, -0.020, -0.007], [0.029, -0.033, 0.048], [-0.003, -0.006, -0.001], [-0.012, 0.013, -0.020], [0.015, -0.004, 0.020], [-0.014, -0.003, -0.006], [-0.020, 0.007, -0.015], [0.006, 0.011, -0.004], [-0.010, -0.002, -0.004], [0.003, -0.021, 0.008], [-0.008, -0.001, 0.011], [0.002, 0.008, 0.000], [0.001, -0.001, -0.007], [0.001, 0.003, -0.001], [0.004, 0.001, 0.000], [0.004, 0.005, 0.002], [-0.001, -0.002, -0.005], [-0.002, 0.001, 0.000], [0.001, -0.001, 0.001], [0.002, -0.006, -0.003], [-0.014, 0.005, 0.000], [0.010, -0.002, -0.003], [0.010, 0.002, 0.000], [0.007, -0.002, -0.011], [0.005, 0.010, 0.000], [-0.003, 0.013, -0.006], [0.017, 0.014, -0.009], [0.005, -0.008, 0.002], [0.005, 0.089, 0.024], [-0.019, -0.021, 0.009], [0.021, -0.001, 0.003], [0.002, -0.007, -0.004], [-0.001, 0.001, 0.002], [-0.013, 0.012, 0.007], [0.006, 0.001, -0.004], [0.013, -0.018, -0.014], [-0.002, 0.006, 0.004], [0.089, -0.207, 0.003], [-0.007, 0.020, 0.025], [-0.050, 0.016, -0.093], [-0.010, 0.110, 0.095], [0.004, 0.000, -0.003], [0.009, -0.004, 0.019]],
  "orbital_gap_ev": 8.37,
  "lumo_ev": -2.81,
  "charge": 1,
  "de_lowest_kj_mol": 0.0,
  "multiplicity": 1
}


no.,energy (eV)
1,-7854.78782
2,-105444.06245
3,-94571.00002
4,-15509.08563
5,-135468.47648